Entry 1:
C2H7N2S3 | ωB97M-V/def2-TZVPD

highest occupied orbital energy	-13.98	eV
DFT total energy	-37664.8780	eV
F_max	2.5	eV Å⁻¹
molecular weight	155.3	g mol⁻¹
Kohn-Sham gap	0.3589	Eh
ΔE to the lowest compared entry with this formula, charge and spin	0.7693	eV
net charge	+1

Each line ends with the natural charge from an NBO analysis.
CARTESIAN COORDINATES (ANGSTROEM)
C  -0.471  0.182  0.439  0.43
C  0.135  -0.322  -1.889  -0.41
N  0.392  -0.427  -0.417  -0.52
N  -0.560  -0.103  1.725  -0.73
S  -1.765  1.286  -0.242  0.11
S  1.517  -1.644  0.199  0.24
S  -1.859  -0.350  2.820  0.30
H  0.793  0.348  -2.548  0.26
H  -0.023  -1.393  -2.216  0.25
H  -0.794  0.188  -1.960  0.21
H  0.124  -0.802  1.995  0.43
H  -1.932  1.858  0.931  0.16
H  2.562  -0.934  0.617  0.15
H  -1.222  0.245  3.748  0.12

Entry 2:
C2H7N3 | ωB97M-V/def2-TZVPD

highest occupied orbital energy	-8.56	eV
SMILES	[H]/N=C(\N)NC
DFT total energy	-6657.1205	eV
F_max	3.3	eV Å⁻¹
molecular weight	73.1	g mol⁻¹
Kohn-Sham gap	0.3453	Eh
ΔE to the lowest compared entry with this formula, charge and spin	0.8354	eV
net charge	0

Each line ends with the natural charge from an NBO analysis.
CARTESIAN COORDINATES (ANGSTROEM)
H  0.759  -2.340  -0.486  0.34
N  0.264  -1.406  -0.730  -0.82
C  0.621  -0.378  0.026  0.58
N  1.667  -0.378  0.935  -0.85
N  -0.105  0.786  -0.051  -0.63
C  -1.503  0.790  -0.618  -0.43
H  2.232  -1.195  0.948  0.40
H  1.684  0.288  1.804  0.39
H  -0.012  1.471  0.685  0.38
H  -1.491  1.103  -1.788  0.20
H  -2.174  1.552  -0.148  0.20
H  -1.941  -0.293  -0.577  0.24

Entry 3:
C2H7N3 | ωB97M-V/def2-TZVPD

highest occupied orbital energy	-9.33	eV
SMILES	[H]/N=C\N.C=N
DFT total energy	-6654.9934	eV
F_max	4.0	eV Å⁻¹
molecular weight	73.1	g mol⁻¹
Kohn-Sham gap	0.3762	Eh
ΔE to the lowest compared entry with this formula, charge and spin	2.9625	eV
net charge	0

Each line ends with the natural charge from an NBO analysis.
CARTESIAN COORDINATES (ANGSTROEM)
H  -1.527  -0.577  2.506  0.32
N  -1.401  0.153  1.785  -0.68
C  -0.162  0.045  1.500  0.28
N  0.438  -1.204  1.199  -0.82
H  0.355  0.804  0.870  0.16
H  0.015  -2.009  1.642  0.37
H  1.452  -1.147  1.245  0.38
C  0.010  0.605  -1.851  -0.01
N  0.958  1.352  -2.279  -0.65
H  -0.622  0.994  -1.054  0.16
H  -0.356  -0.353  -2.261  0.14
H  0.840  1.338  -3.302  0.35

What is the formula in the second record? C2H7N3

Which formula does entry 2 have? C2H7N3

DFT total energy of number 3 (C2H7N3)? -6654.9934 eV